--- P ---
Here is a cluster of 7 separate species, C30H77N3O10 in total from the OMol25 dataset. Energies are from the ωB97M-V functional and the def2-TZVPD basis.

Computed properties:
Total charge   0
Molar mass   639.96 u

Element x y z (Å)
C 3.926 3.558 21.095
O 4.911 4.289 21.856
C 4.978 5.689 21.584
C 5.534 6.011 20.206
N 6.937 5.549 20.103
C 7.287 5.304 18.684
C 7.275 3.830 18.256
O 7.830 3.064 19.302
C 7.954 1.710 18.901
H 4.343 2.877 20.350
H 3.237 4.201 20.545
H 3.390 2.982 21.848
H 5.713 5.968 22.342
H 4.031 6.164 21.852
H 5.451 7.107 20.236
H 4.861 5.824 19.363
H 6.961 4.709 20.669
H 8.284 5.749 18.608
H 6.727 5.950 18.007
H 7.817 3.738 17.310
H 6.242 3.516 18.068
H 8.731 1.554 18.150
H 7.012 1.336 18.485
H 8.110 1.055 19.757
C 0.980 3.927 24.180
O 1.941 3.431 25.093
C 2.508 2.195 24.652
C 2.456 1.214 25.856
N 3.443 1.519 26.912
C 3.278 0.623 28.065
C 3.526 -0.857 27.699
O 2.488 -1.569 27.036
C 1.352 -1.858 27.861
H -0.009 3.531 24.433
H 1.252 3.640 23.164
H 0.985 5.003 24.358
H 3.559 2.300 24.381
H 1.909 1.626 23.940
H 2.680 0.229 25.450
H 1.434 1.275 26.242
H 3.461 2.498 27.158
H 2.247 0.581 28.443
H 3.930 0.983 28.859
H 3.813 -1.425 28.588
H 4.299 -0.893 26.927
H 1.052 -1.032 28.506
H 1.552 -2.731 28.485
H 0.603 -2.056 27.096
C 8.266 -0.180 36.466
O 7.191 -1.021 36.098
C 6.847 -0.951 34.743
C 5.380 -1.422 34.555
N 4.999 -1.141 33.197
C 3.668 -1.726 32.900
C 3.316 -1.443 31.433
O 2.106 -2.118 31.095
C 0.939 -1.338 31.403
H 8.408 -0.252 37.542
H 7.966 0.836 36.190
H 9.180 -0.476 35.945
H 7.507 -1.486 34.048
H 6.955 0.073 34.361
H 4.791 -0.932 35.331
H 5.409 -2.484 34.830
H 5.641 -1.548 32.527
H 2.942 -1.211 33.528
H 3.581 -2.814 32.950
H 4.062 -1.866 30.757
H 3.319 -0.366 31.239
H 0.793 -1.168 32.471
H 0.071 -1.893 31.049
H 0.974 -0.407 30.833
C 1.034 -3.041 24.195
C 0.321 -4.194 24.910
C -1.060 -3.754 25.267
O 0.220 -5.324 24.080
H 1.351 -2.322 24.949
H 0.407 -2.619 23.410
H 1.885 -3.463 23.657
H 0.849 -4.463 25.830
H -1.669 -4.547 25.707
H -1.620 -3.408 24.397
H -1.071 -2.938 25.992
H 0.933 -5.940 24.256
C -3.405 3.989 25.351
C -4.198 2.861 24.762
C -5.685 3.093 24.637
O -3.639 2.436 23.490
H -3.213 4.681 24.521
H -2.372 3.718 25.588
H -3.739 4.604 26.183
H -4.086 1.975 25.396
H -5.970 3.760 23.824
H -6.035 3.501 25.588
H -6.219 2.148 24.525
H -4.244 1.779 23.134
C -0.195 3.678 29.145
C 0.673 4.576 28.307
C -0.023 5.799 27.676
O 1.619 5.076 29.299
H -0.664 4.204 29.976
H 0.493 2.972 29.615
H -0.860 3.045 28.555
H 1.303 4.035 27.600
H -0.336 6.441 28.502
H -0.870 5.625 27.016
H 0.772 6.366 27.187
H 2.500 5.156 28.925
C 8.685 -0.248 25.266
C 7.493 -0.913 24.568
C 6.374 0.031 24.311
O 7.956 -1.403 23.272
H 8.814 0.712 24.759
H 9.579 -0.866 25.225
H 8.514 0.007 26.314
H 7.219 -1.834 25.082
H 6.494 0.748 23.497
H 6.166 0.554 25.248
H 5.460 -0.480 24.001
H 8.468 -0.688 22.880

=====

--- Q ---
Here is a cluster of 7 separate species, C30H77N3O10 in total from the OMol25 dataset. Energies are from the ωB97M-V functional and the def2-TZVPD basis.

Computed properties:
Total charge   0
Molar mass   639.96 u

Element x y z (Å)
C -1.127 -6.533 -4.281
O -2.440 -6.115 -4.060
C -2.714 -4.886 -3.253
C -1.872 -3.569 -3.507
N -2.006 -3.246 -4.925
C -0.886 -2.334 -5.373
C -1.223 -1.744 -6.726
O -0.840 -2.438 -7.934
C -1.670 -3.652 -8.097
H -0.736 -5.913 -5.088
H -0.986 -7.530 -4.700
H -0.631 -6.636 -3.316
H -2.534 -5.245 -2.240
H -3.766 -4.607 -3.309
H -0.870 -3.939 -3.294
H -2.169 -2.737 -2.869
H -1.894 -4.121 -5.418
H 0.093 -2.807 -5.300
H -0.804 -1.550 -4.620
H -0.556 -0.892 -6.854
H -2.232 -1.333 -6.752
H -1.194 -4.329 -7.388
H -1.712 -3.837 -9.171
H -2.684 -3.425 -7.766
C -2.554 1.732 7.855
O -3.094 0.887 6.869
C -4.543 1.049 6.737
C -4.957 0.580 5.356
N -4.217 1.128 4.240
C -4.594 2.340 3.670
C -3.531 2.631 2.548
O -2.284 2.826 3.192
C -1.245 2.425 2.361
H -1.626 1.388 8.313
H -3.226 1.852 8.705
H -2.347 2.741 7.498
H -4.728 2.121 6.672
H -5.255 0.601 7.431
H -6.033 0.715 5.245
H -4.678 -0.474 5.352
H -3.258 1.273 4.523
H -4.598 3.146 4.404
H -5.586 2.275 3.224
H -3.775 3.498 1.933
H -3.616 1.694 1.998
H -1.322 2.771 1.331
H -1.286 1.336 2.337
H -0.300 2.724 2.816
C 2.931 -2.848 0.677
O 2.775 -2.284 1.924
C 3.787 -2.442 2.908
C 3.347 -1.698 4.216
N 4.407 -1.540 5.206
C 3.925 -1.177 6.522
C 3.107 -2.231 7.125
O 3.918 -3.350 7.176
C 3.544 -4.314 8.041
H 1.975 -2.850 0.153
H 3.235 -3.889 0.784
H 3.528 -2.207 0.028
H 4.700 -1.922 2.619
H 3.924 -3.524 2.918
H 2.580 -2.298 4.705
H 2.767 -0.783 4.086
H 4.660 -2.469 5.511
H 3.408 -0.219 6.460
H 4.725 -0.942 7.225
H 2.121 -2.510 6.754
H 2.924 -1.856 8.132
H 4.183 -5.192 7.949
H 2.546 -4.689 7.814
H 3.561 -3.978 9.078
C -0.351 4.203 -2.193
C -0.548 5.593 -1.519
C -1.902 5.979 -0.969
O 0.345 5.634 -0.405
H -0.893 3.398 -1.699
H 0.711 3.956 -2.196
H -0.627 4.323 -3.241
H -0.053 6.369 -2.103
H -2.303 5.283 -0.233
H -2.647 6.156 -1.745
H -2.013 6.981 -0.554
H 1.125 6.181 -0.516
C 3.375 2.492 0.085
C 2.099 2.472 1.012
C 2.195 1.370 2.135
O 2.047 3.776 1.461
H 4.199 2.665 0.779
H 3.473 3.353 -0.575
H 3.572 1.561 -0.448
H 1.264 2.273 0.340
H 2.918 1.572 2.925
H 2.601 0.385 1.905
H 1.191 1.275 2.548
H 1.663 4.351 0.796
C 2.373 1.469 -6.537
C 1.338 2.560 -6.574
C 0.281 2.330 -7.582
O 0.824 2.661 -5.200
H 1.909 0.640 -6.003
H 3.383 1.760 -6.251
H 2.601 1.142 -7.551
H 1.881 3.483 -6.775
H -0.535 3.051 -7.618
H -0.301 1.425 -7.412
H 0.596 2.116 -8.603
H 0.426 1.848 -4.878
C 0.503 -1.621 -2.105
C -0.318 -0.279 -2.177
C -0.312 0.341 -0.791
O 0.352 0.637 -3.163
H 0.449 -2.256 -2.989
H 0.385 -2.214 -1.198
H 1.552 -1.332 -2.039
H -1.318 -0.523 -2.533
H -0.973 -0.177 -0.096
H -0.839 1.295 -0.771
H 0.680 0.402 -0.344
H 1.151 1.010 -2.784

=====

Which one sits at the top of the stability order? P does.

=====

--- P ---
Here is the molecule C4H6OS from the OMol25 dataset. Energies are from the ωB97M-V functional and the def2-TZVPD basis.

Computed properties:
Total charge   0
Molar mass   102.16 u

Element x y z (Å)
C -2.282 0.040 0.023
C -0.766 0.157 0.140
C -0.188 1.253 0.009
C 1.699 -0.087 0.112
H -2.799 -0.190 0.935
H -2.742 1.035 -0.438
H -2.398 -0.644 -0.855
H -0.830 2.233 0.049
H 2.467 -0.299 -0.629
H 1.941 -0.044 1.208
O 1.203 1.248 -0.140
S 0.247 -1.266 -0.054

=====

--- Q ---
Here is a structure of composition C4H6OS from the OMol25 dataset. Energies are from the ωB97M-V functional and the def2-TZVPD basis.

Computed properties:
Total charge   0
Molar mass   102.16 u

Element x y z (Å)
C 0.964 -1.015 0.705
C -1.008 0.912 -0.003
C -0.698 0.348 -1.350
C -0.808 -0.499 -0.170
O 2.987 -0.203 2.021
S 1.829 0.283 1.149
H 1.140 -1.951 1.046
H -0.145 1.463 0.427
H -1.872 1.383 0.217
H -1.362 0.167 -2.239
H 0.401 0.554 -1.809
H -1.427 -1.443 0.008

=====

--- R ---
Here is the molecule C4H6OS from the OMol25 dataset. Energies are from the ωB97M-V functional and the def2-TZVPD basis.

Computed properties:
Total charge   0
Molar mass   102.16 u

Element x y z (Å)
C 0.536 0.421 0.952
C -1.212 -0.438 -0.724
C -0.054 0.012 -1.478
C 0.122 -0.549 -0.113
O 1.783 1.031 3.193
S 1.416 -0.090 2.253
H 0.028 1.404 1.122
H -1.984 0.337 -0.465
H -1.806 -1.461 -0.943
H 0.369 -0.495 -2.324
H 0.017 1.186 -1.500
H 0.785 -1.357 0.028

=====

Which one sits at the top of the stability order? P does.

=====

--- P ---
Here is a structure of composition C4H6OS from the OMol25 dataset. Energies are from the ωB97M-V functional and the def2-TZVPD basis.

Computed properties:
Total charge   0
Molar mass   102.16 u

Element x y z (Å)
C 0.214 -0.958 0.044
C -0.013 -1.977 -0.695
C 0.492 0.489 -0.442
C 0.069 1.356 0.695
O -1.123 1.885 0.904
S 0.169 -0.611 1.868
H -0.079 -3.000 -0.372
H -0.186 -1.740 -1.704
H 1.534 0.607 -0.543
H -0.090 0.612 -1.427
H 0.853 1.984 1.330
H -1.839 1.353 0.343

=====

--- Q ---
Here is a cluster of 2 separate species, C4H6OS in total from the OMol25 dataset. Energies are from the ωB97M-V functional and the def2-TZVPD basis.

Computed properties:
Total charge   0
Molar mass   102.16 u

Element x y z (Å)
C -0.759 -2.238 1.681
C 1.214 0.329 -0.077
C 0.559 0.139 -1.423
C -0.007 1.038 -0.667
O -2.260 -0.491 3.162
S -2.069 -1.146 1.872
H 0.011 -2.232 2.421
H 1.029 -0.551 0.602
H 2.260 0.820 -0.017
H 0.638 -0.395 -2.351
H -0.753 -2.889 0.824
H -0.717 1.860 -0.774

=====

Which one sits at the top of the stability order? P does.

=====

--- P ---
Here is the molecule C4H6OS from the OMol25 dataset. Energies are from the ωB97M-V functional and the def2-TZVPD basis.

Computed properties:
Total charge   0
Molar mass   102.16 u

Element x y z (Å)
C 0.223 -0.084 0.642
C -1.046 0.665 0.946
C -0.908 1.572 -0.330
C 0.326 0.856 -0.639
H 1.165 -2.007 -0.527
H 0.995 0.124 1.386
H -1.049 1.228 1.867
H -1.996 0.074 1.052
H -0.857 2.629 -0.365
H -1.736 1.259 -1.048
O 1.006 1.068 -1.595
S 0.242 -1.869 0.418

=====

--- Q ---
Here is a cluster of 2 separate species, C4H6OS in total from the OMol25 dataset. Energies are from the ωB97M-V functional and the def2-TZVPD basis.

Computed properties:
Total charge   0
Molar mass   102.16 u

Element x y z (Å)
C 1.589 -0.932 0.334
C 0.417 -0.605 0.244
C 3.037 -1.063 -0.025
C -2.468 1.494 0.008
O -2.991 -0.982 -0.650
S -2.557 -0.305 0.553
H 3.581 -1.144 0.843
H 3.120 -1.863 -0.652
H 3.475 -0.223 -0.449
H -1.809 2.114 0.769
H -3.421 1.956 -0.043
H -1.973 1.553 -0.933

=====

Which one sits at the top of the stability order? P does.